{
  "formula": "C25H31NO4PReSi",
  "method": "ωB97M-V with the def2-TZVPD basis set",
  "multiplicity": 4,
  "s2": 3.775,
  "orbital_gap_ha": [0.21224, 0.20595],
  "charge": 3,
  "symbols": ["Re", "O", "C", "O", "C", "C", "C", "C", "C", "N", "C", "O", "O", "H", "H", "H", "H", "H", "C", "C", "C", "C", "C", "C", "Si", "C", "C", "C", "C", "C", "C", "H", "H", "H", "H", "H", "H", "H", "H", "H", "H", "H", "C", "C", "P", "C", "C", "C", "C", "H", "H", "H", "H", "H", "H", "H", "H", "H", "H", "H", "H", "H", "H", "H"],
  "positions_angstrom": [[-0.762, -0.397, 0.357], [-0.775, -2.711, -3.087], [-0.797, -2.222, -1.906], [-0.820, -0.992, -1.658], [-0.812, -3.191, -0.772], [-0.856, -4.575, -0.813], [-0.887, -5.250, 0.405], [-0.860, -4.549, 1.610], [-0.809, -3.165, 1.556], [-0.792, -2.536, 0.383], [-0.768, -2.156, 2.665], [-0.739, -2.450, 3.910], [-0.766, -0.943, 2.352], [-0.777, -2.040, -3.798], [-0.874, -5.110, -1.754], [-0.933, -6.332, 0.418], [-0.884, -5.093, 2.546], [-0.741, -3.397, 4.132], [3.021, 3.008, -3.106], [1.773, 2.401, -3.194], [1.340, 1.558, -2.183], [2.152, 1.317, -1.071], [3.405, 1.936, -0.991], [3.839, 2.774, -2.010], [1.719, 0.227, 0.346], [2.288, -1.530, 0.320], [2.517, -2.166, -0.908], [2.945, -3.484, -0.945], [3.152, -4.177, 0.244], [2.941, -3.553, 1.471], [2.506, -2.237, 1.510], [3.355, 3.668, -3.895], [1.143, 2.586, -4.054], [0.364, 1.097, -2.270], [4.052, 1.781, -0.134], [4.809, 3.246, -1.943], [1.765, 0.786, 1.716], [2.413, -1.607, -1.833], [3.160, -3.963, -1.892], [3.517, -5.196, 0.216], [3.163, -4.080, 2.390], [2.393, -1.739, 2.469], [0.336, 3.721, 0.695], [-0.886, 3.167, 1.421], [-1.802, 1.863, 0.544], [-3.319, 1.507, 1.502], [-3.939, 2.711, 2.221], [-2.257, 2.450, -1.119], [-3.189, 3.664, -1.137], [0.720, 4.575, 1.249], [0.095, 4.065, -0.311], [1.135, 2.989, 0.617], [-1.619, 3.960, 1.595], [-0.632, 2.772, 2.409], [-3.076, 0.731, 2.235], [-4.028, 1.065, 0.795], [-3.287, 3.083, 3.009], [-4.874, 2.403, 2.687], [-4.162, 3.529, 1.540], [-2.708, 1.606, -1.650], [-1.315, 2.677, -1.626], [-4.166, 3.430, -0.718], [-3.341, 3.985, -2.166], [-2.766, 4.507, -0.591]],
  "atomic_forces_ev_per_a": [[0.1, -0.3, 0.0], [0.0, 0.0, 0.0], [0.0, 0.1, 0.0], [0.0, 0.1, 0.0], [0.0, -0.1, 0.0], [0.0, 0.0, 0.0], [0.0, -0.1, 0.0], [0.0, 0.1, 0.0], [0.0, -0.1, 0.0], [0.0, 0.1, 0.0], [0.0, 0.0, 0.0], [0.0, 0.0, 0.0], [0.0, 0.1, 0.0], [0.0, 0.0, 0.0], [0.0, 0.0, 0.0], [0.0, 0.0, 0.0], [0.0, 0.0, 0.0], [0.0, 0.0, 0.0], [0.0, 0.0, 0.0], [0.0, 0.0, 0.0], [0.1, 0.0, 0.0], [0.0, -0.1, 0.1], [0.1, 0.1, 0.0], [0.0, 0.0, 0.0], [-0.2, 0.2, -0.1], [-0.1, 0.1, -0.1], [0.0, 0.0, 0.0], [0.0, 0.0, 0.0], [0.0, 0.0, 0.0], [0.0, 0.0, 0.0], [0.0, 0.0, 0.0], [0.0, 0.0, 0.0], [0.0, 0.0, 0.0], [0.0, 0.0, 0.0], [0.0, 0.0, 0.0], [0.0, 0.0, 0.0], [0.1, 0.0, 0.0], [0.0, 0.0, 0.0], [0.0, 0.0, 0.0], [0.0, 0.0, 0.0], [0.0, 0.0, 0.0], [0.0, 0.0, 0.0], [0.0, 0.0, 0.0], [-0.1, 0.0, 0.0], [0.2, -0.1, -0.1], [-0.1, 0.0, 0.0], [0.0, 0.0, 0.0], [0.1, 0.1, 0.0], [0.0, 0.0, 0.0], [0.0, 0.0, 0.0], [0.0, 0.0, 0.0], [0.0, 0.0, 0.0], [0.0, 0.0, 0.0], [0.0, 0.0, 0.0], [0.0, 0.0, 0.0], [0.0, 0.0, 0.0], [0.0, 0.0, 0.0], [0.0, 0.0, 0.0], [0.0, 0.0, 0.0], [0.0, 0.0, 0.0], [0.0, 0.0, 0.0], [0.0, 0.0, 0.0], [0.0, 0.0, 0.0], [0.0, 0.0, 0.0]],
  "nbo_charge": [1.124, -0.551, 0.844, -0.620, 0.092, -0.110, -0.095, -0.131, 0.076, -0.479, 0.847, -0.532, -0.597, 0.555, 0.289, 0.285, 0.266, 0.540, -0.149, -0.191, -0.217, -0.598, -0.115, -0.196, 1.297, -0.599, -0.147, -0.222, -0.151, -0.210, -0.199, 0.251, 0.236, 0.192, 0.220, 0.252, -0.134, 0.222, 0.248, 0.251, 0.247, 0.229, -0.610, -0.717, 1.032, -0.722, -0.613, -0.719, -0.618, 0.262, 0.223, 0.209, 0.272, 0.259, 0.240, 0.254, 0.227, 0.259, 0.228, 0.244, 0.259, 0.226, 0.259, 0.226]
}

=====

{
  "formula": "C25H32AuBr2N3OPSSi",
  "method": "ωB97M-V with the def2-TZVPD basis set",
  "orbital_gap_ha": 0.19989,
  "charge": 1,
  "symbols": ["Au", "C", "C", "C", "C", "C", "C", "Br", "C", "C", "Br", "C", "O", "C", "N", "H", "H", "H", "H", "H", "H", "C", "Si", "C", "C", "C", "C", "C", "C", "C", "H", "H", "H", "H", "H", "H", "H", "H", "H", "H", "H", "C", "N", "C", "C", "N", "C", "S", "H", "H", "H", "H", "H", "H", "C", "P", "C", "C", "H", "H", "H", "H", "H", "H", "H", "H", "H"],
  "positions_angstrom": [[0.064, -0.421, -0.024], [-1.443, -3.535, -0.281], [-2.185, -2.745, 0.752], [-3.291, -3.287, 1.437], [-3.971, -2.519, 2.341], [-3.593, -1.177, 2.563], [-4.270, -0.288, 3.423], [-5.776, -0.860, 4.414], [-3.865, 1.018, 3.531], [-2.758, 1.471, 2.820], [-2.220, 3.278, 2.935], [-2.001, 0.654, 1.961], [-0.990, 1.104, 1.314], [-2.466, -0.709, 1.845], [-1.795, -1.510, 0.997], [-1.303, -4.570, 0.030], [-0.475, -3.076, -0.482], [-2.009, -3.540, -1.216], [-3.578, -4.311, 1.242], [-4.809, -2.932, 2.884], [-4.409, 1.709, 4.158], [-3.169, 0.392, -1.237], [-1.379, 0.318, -1.841], [-0.909, 2.067, -2.400], [-1.393, -0.840, -3.346], [-0.670, -2.026, -3.462], [-0.822, -2.848, -4.571], [-1.707, -2.499, -5.579], [-2.424, -1.314, -5.486], [-2.266, -0.493, -4.380], [-3.807, 0.783, -2.033], [-3.271, 1.053, -0.375], [-3.546, -0.592, -0.956], [-1.522, 2.339, -3.262], [0.138, 2.175, -2.686], [-1.108, 2.787, -1.604], [0.023, -2.317, -2.680], [-0.250, -3.765, -4.639], [-1.839, -3.151, -6.432], [-3.114, -1.030, -6.270], [-2.842, 0.424, -4.311], [1.843, 0.237, -4.166], [2.797, 0.783, -3.217], [3.616, 1.870, -3.419], [4.290, 2.094, -2.270], [3.870, 1.134, -1.380], [2.964, 0.323, -1.961], [2.261, -1.074, -1.301], [1.871, 0.831, -5.074], [0.843, 0.263, -3.740], [2.080, -0.802, -4.390], [3.675, 2.382, -4.363], [5.008, 2.853, -2.020], [4.212, 1.009, -0.442], [2.957, -0.168, 2.334], [1.399, -1.042, 1.961], [0.500, -0.904, 3.541], [1.906, -2.793, 1.951], [3.385, -0.569, 3.252], [2.757, 0.896, 2.457], [3.658, -0.324, 1.515], [1.126, -1.262, 4.360], [-0.413, -1.496, 3.492], [0.233, 0.138, 3.717], [2.377, -3.061, 2.897], [2.603, -2.971, 1.132], [1.021, -3.412, 1.802]],
  "atomic_forces_ev_per_a": [[0.6, 0.2, 0.0], [-0.1, 0.0, 0.0], [0.2, 0.1, 0.0], [0.0, 0.1, 0.1], [0.1, -0.2, -0.1], [0.0, 0.0, 0.0], [-0.1, 0.2, 0.1], [0.0, 0.0, 0.0], [-0.2, -0.3, 0.1], [0.7, -0.1, -0.6], [-0.1, 0.0, 0.1], [-1.0, 0.0, 0.7], [0.8, -0.2, -1.0], [-0.1, 0.4, 0.2], [0.3, -0.2, -0.6], [0.0, 0.0, 0.0], [0.0, -0.1, 0.0], [0.0, 0.0, 0.0], [0.0, 0.0, 0.0], [0.0, 0.0, 0.0], [0.0, 0.0, 0.0], [0.4, 0.0, 0.2], [-0.7, 0.3, -0.3], [0.2, -0.3, 0.3], [0.2, 0.1, 0.5], [0.0, 0.0, 0.0], [0.0, 0.0, 0.1], [0.0, 0.0, 0.0], [0.0, 0.0, -0.1], [0.0, 0.0, 0.1], [0.1, 0.0, -0.1], [0.0, 0.0, 0.0], [0.0, 0.0, -0.1], [0.0, -0.1, 0.0], [0.0, 0.0, 0.0], [0.0, 0.0, 0.0], [0.0, 0.0, 0.0], [0.0, 0.0, 0.0], [0.0, 0.0, 0.0], [0.0, 0.0, 0.0], [0.0, 0.0, -0.1], [-0.1, -0.2, -0.2], [0.2, 0.0, 0.4], [0.1, 0.1, -0.1], [0.0, 0.1, 0.0], [0.0, -0.1, -0.2], [0.0, 0.6, -0.3], [-1.4, -0.2, 0.7], [0.0, 0.0, 0.0], [0.1, 0.0, -0.1], [0.1, 0.0, 0.0], [-0.1, 0.0, 0.0], [0.0, 0.0, 0.0], [-0.1, 0.0, 0.0], [-0.2, 0.0, -0.2], [0.1, -0.3, 0.7], [0.0, 0.1, -0.2], [-0.1, 0.2, -0.1], [0.0, 0.0, 0.0], [0.0, 0.0, 0.0], [0.0, 0.0, 0.0], [0.0, 0.0, 0.0], [0.0, 0.0, 0.1], [0.0, 0.0, 0.0], [0.0, 0.0, 0.0], [0.0, 0.0, 0.0], [0.0, 0.0, 0.0]],
  "nbo_charge": [0.897, -0.652, 0.248, -0.259, -0.103, -0.139, -0.100, 0.075, -0.220, -0.170, 0.081, 0.297, -0.745, 0.159, -0.527, 0.236, 0.213, 0.249, 0.232, 0.245, 0.250, -1.136, 1.351, -1.138, -0.545, -0.219, -0.208, -0.196, -0.222, -0.144, 0.249, 0.253, 0.240, 0.250, 0.223, 0.262, 0.213, 0.219, 0.225, 0.224, 0.202, -0.418, -0.310, -0.042, -0.059, -0.482, 0.242, -0.209, 0.230, 0.250, 0.239, 0.249, 0.254, 0.446, -0.940, 0.858, -0.945, -0.948, 0.245, 0.252, 0.228, 0.239, 0.249, 0.263, 0.242, 0.250, 0.245]
}

=====

ΔE to the lowest compared entry with this formula, charge and spin values, unit kcal per mole, following the record order: 2.5 25.2.